1.
{
  "formula": "C24H50BFN4O9SSi2",
  "method": "ωB97M-V/def2-TZVPD",
  "elements": ["C", "C", "F", "Si", "C", "C", "C", "N", "O", "O", "C", "O", "C", "C", "C", "C", "C", "C", "O", "Si", "S", "B", "N", "O", "H", "H", "H", "H", "H", "H", "H", "H", "H", "H", "H", "H", "H", "H", "H", "H", "H", "H", "H", "H", "C", "O", "C", "C", "N", "C", "C", "O", "C", "H", "H", "H", "H", "H", "H", "H", "H", "H", "H", "H", "H", "H", "H", "H", "C", "O", "C", "C", "N", "C", "C", "O", "C", "H", "H", "H", "H", "H", "H", "H", "H", "H", "H", "H", "H", "H", "H", "H"],
  "positions_angstrom": [[-8.88, 1.27, 1.16], [-7.48, 1.67, 0.58], [-7.33, 3.06, 0.41], [-6.04, 0.83, 1.49], [-6.20, -1.03, 1.10], [-5.42, -1.43, -0.21], [-6.11, -0.92, -1.48], [-5.57, 0.26, -2.09], [-7.08, -1.49, -1.92], [-4.52, 1.41, 0.91], [-3.47, 0.96, 1.65], [-3.50, -0.06, 2.29], [-2.16, 1.75, 1.68], [-1.59, 1.93, 3.07], [-0.36, 2.63, 3.23], [0.29, 3.13, 2.02], [-0.27, 2.99, 0.68], [-1.54, 2.26, 0.50], [-6.12, 0.96, 3.16], [-6.59, 2.48, 3.76], [-6.25, 2.43, 5.90], [-5.56, 4.02, 3.09], [-4.13, 4.01, 2.68], [-6.24, 5.25, 3.04], [-9.43, 2.15, 1.53], [-8.70, 0.56, 2.00], [-9.46, 0.71, 0.41], [-7.46, 1.23, -0.44], [-5.76, -1.58, 1.94], [-7.28, -1.23, 0.94], [-4.36, -1.14, -0.14], [-5.46, -2.54, -0.26], [-4.85, 0.00, -2.77], [-6.33, 0.71, -2.60], [-2.14, 1.53, 3.93], [0.12, 2.79, 4.20], [1.24, 3.66, 2.16], [0.20, 3.40, -0.21], [-2.00, 2.15, -0.49], [-8.02, 2.74, 3.52], [-4.94, 2.81, 5.96], [-4.14, 4.06, 1.66], [-3.61, 4.79, 3.05], [-5.59, 5.91, 3.31], [0.88, -3.23, 3.48], [0.61, -2.87, 2.13], [0.12, -1.54, 1.98], [1.13, -0.65, 1.35], [2.23, -0.35, 2.24], [3.37, 0.29, 1.59], [4.09, -0.48, 0.47], [4.81, -1.62, 0.92], [4.02, -2.79, 1.07], [1.04, -4.31, 3.51], [1.79, -2.74, 3.85], [0.04, -2.99, 4.13], [-0.23, -1.11, 2.92], [-0.73, -1.60, 1.31], [0.64, 0.29, 1.10], [1.48, -1.13, 0.43], [2.57, -1.21, 2.66], [4.11, 0.50, 2.37], [3.05, 1.26, 1.19], [4.85, 0.20, 0.06], [3.43, -0.73, -0.36], [3.21, -2.84, 0.33], [3.62, -2.86, 2.08], [4.67, -3.65, 0.92], [5.40, -1.46, -7.03], [5.96, -0.40, -6.27], [5.12, 0.07, -5.23], [5.66, -0.33, -3.86], [5.53, -1.76, -3.63], [6.28, -2.25, -2.47], [7.80, -2.08, -2.47], [8.48, -2.87, -3.43], [8.53, -2.33, -4.74], [6.01, -1.60, -7.91], [5.39, -2.40, -6.46], [4.38, -1.21, -7.35], [4.08, -0.25, -5.36], [5.13, 1.16, -5.29], [5.11, 0.21, -3.09], [6.71, 0.00, -3.82], [5.86, -2.25, -4.45], [6.06, -3.32, -2.39], [5.87, -1.78, -1.57], [8.16, -2.43, -1.50], [8.11, -1.03, -2.55], [8.58, -1.24, -4.73], [7.67, -2.66, -5.33], [9.42, -2.71, -5.23]],
  "spin_multiplicity": 1,
  "total_charge": 0,
  "total_energy_ev": -80074.0442
}

---

2.
{
  "formula": "C24H50Cl29OP",
  "method": "ωB97M-V/def2-TZVPD",
  "elements": ["C", "C", "O", "C", "C", "C", "C", "C", "P", "C", "C", "C", "Cl", "H", "H", "H", "H", "H", "H", "H", "H", "H", "H", "H", "H", "H", "H", "H", "H", "H", "H", "H", "H", "H", "H", "C", "Cl", "Cl", "H", "H", "C", "Cl", "Cl", "H", "H", "C", "Cl", "Cl", "H", "H", "C", "Cl", "Cl", "H", "H", "C", "Cl", "Cl", "H", "H", "C", "Cl", "Cl", "H", "H", "C", "Cl", "Cl", "H", "H", "C", "Cl", "Cl", "H", "H", "C", "Cl", "Cl", "H", "H", "C", "Cl", "Cl", "H", "H", "C", "Cl", "Cl", "H", "H", "C", "Cl", "Cl", "H", "H", "C", "Cl", "Cl", "H", "H", "C", "Cl", "Cl", "H", "H"],
  "positions_angstrom": [[6.29, 0.26, 1.84], [6.36, 1.56, 0.94], [5.35, 2.50, 1.32], [4.24, 2.46, 0.43], [3.43, 3.78, 0.64], [1.89, 3.44, 0.54], [1.25, 3.25, 1.96], [0.38, 1.93, 2.08], [1.39, 0.45, 2.62], [1.09, -0.99, 1.42], [1.28, -0.60, -0.10], [0.07, -0.93, -1.02], [-0.68, -2.55, -0.70], [7.17, -0.39, 1.60], [6.35, 0.51, 2.92], [5.38, -0.31, 1.59], [7.35, 2.06, 1.04], [6.24, 1.21, -0.11], [3.58, 1.60, 0.71], [4.54, 2.42, -0.64], [3.59, 4.19, 1.66], [3.72, 4.57, -0.07], [1.40, 4.32, 0.04], [1.79, 2.56, -0.14], [0.55, 4.09, 2.14], [2.04, 3.23, 2.75], [-0.36, 2.14, 2.89], [-0.22, 1.75, 1.15], [2.76, 0.76, 2.43], [1.90, -1.72, 1.65], [0.14, -1.50, 1.64], [2.22, -1.06, -0.48], [1.43, 0.51, -0.17], [0.46, -0.95, -2.07], [-0.67, -0.11, -0.96], [-2.48, -5.91, -1.84], [-2.40, -6.16, -3.59], [-1.74, -7.26, -0.96], [-1.94, -5.00, -1.60], [-3.52, -5.83, -1.55], [-3.89, -2.11, 0.66], [-5.29, -1.55, -0.26], [-3.76, -1.27, 2.21], [-3.99, -3.17, 0.84], [-2.99, -1.91, 0.08], [-0.93, 6.82, 0.39], [-1.84, 5.30, 0.31], [0.81, 6.53, 0.34], [-1.21, 7.44, -0.45], [-1.18, 7.32, 1.32], [-2.08, 7.44, -3.84], [-0.61, 8.41, -3.84], [-3.02, 7.69, -2.36], [-2.69, 7.72, -4.69], [-1.81, 6.39, -3.91], [-0.95, -1.74, -4.68], [-1.71, -3.31, -4.37], [-1.55, -1.02, -6.19], [-1.19, -1.07, -3.86], [0.12, -1.88, -4.75], [-4.89, -3.62, -5.85], [-6.25, -4.53, -5.18], [-4.59, -4.06, -7.53], [-5.12, -2.56, -5.80], [-4.00, -3.83, -5.26], [3.43, -2.67, -2.87], [4.93, -1.85, -2.44], [2.30, -1.57, -3.67], [3.65, -3.49, -3.55], [2.97, -3.06, -1.96], [2.53, -2.87, 4.31], [3.72, -1.72, 3.68], [1.38, -2.08, 5.40], [1.98, -3.30, 3.48], [3.05, -3.65, 4.86], [-6.04, 1.35, 3.57], [-4.52, 2.18, 3.95], [-7.18, 2.44, 2.75], [-5.82, 0.52, 2.91], [-6.49, 1.00, 4.49], [-8.00, 0.99, -1.77], [-7.68, -0.64, -2.38], [-8.96, 1.93, -2.92], [-8.55, 0.91, -0.83], [-7.05, 1.50, -1.61], [4.07, 7.82, 2.67], [2.74, 6.78, 3.24], [4.61, 7.42, 1.04], [3.72, 8.84, 2.67], [4.91, 7.71, 3.35], [0.16, -7.18, 2.17], [0.30, -5.43, 2.34], [-0.32, -7.94, 3.69], [-0.58, -7.40, 1.42], [1.13, -7.58, 1.87], [-5.13, -1.44, 5.74], [-6.73, -0.74, 6.01], [-4.94, -2.97, 6.60], [-5.00, -1.62, 4.67], [-4.38, -0.74, 6.09], [5.86, -5.94, -4.81], [4.18, -5.82, -4.26], [6.22, -4.74, -6.06], [6.52, -5.77, -3.96], [6.03, -6.93, -5.22]],
  "spin_multiplicity": 1,
  "total_charge": 0,
  "total_energy_ev": -400184.2142
}